Record 1
Computed, not measured: one molecule with the formula C3H4N2O2 in a non-equilibrium geometry, with ωB97M-V/def2-TZVPD.

For the largest force on an atom, the calculation gives 4.8 eV/A. For the energy above the lowest of the compared OMol25 structures with the same formula, charge and spin, the calculation gives 5.8905 eV. As for the HOMO-LUMO gap (spin up / spin down): 0.2950 / 0.2951 Ha.

Structure (XYZ):
```
11
C3H4N2O2 (ωB97M-V/def2-TZVPD)
C -1.51 -0.67 -0.27
N -0.30 -0.21 -0.18
N 0.73 -1.01 -0.33
C 1.90 -0.40 -0.10
O 2.04 0.74 0.33
C -0.36 1.17 0.37
O -0.37 2.35 0.20
H -2.36 -0.13 -0.69
H -1.61 -1.73 -0.21
H -0.94 0.86 1.24
H 2.79 -0.97 -0.36
```

Atomic partial charges in e from the Löwdin method, atoms 1 to 8: 0.07 -0.16 0.07 -0.36 0.01 -0.23 0.15 0.11



Record 2
Computed, not measured: C21H25BN7ORu as an isolated structure in a non-equilibrium geometry, with ωB97M-V/def2-TZVPD.

For the largest force on an atom, the calculation gives 3.1 eV/A. For the energy above the lowest of the compared OMol25 structures with the same formula, charge and spin, the calculation gives 1.8449 eV. As for the HOMO-LUMO gap (spin up / spin down): 0.2170 / 0.2203 Ha. The net charge is +2. The spin multiplicity is 2.

Structure (XYZ):
```
56
C21H25BN7ORu (ωB97M-V/def2-TZVPD)
Ru 0.04 0.43 -0.38
B 2.42 3.04 -0.82
N 2.76 1.72 -1.50
C 3.88 1.48 -2.20
C 3.86 0.17 -2.64
C 2.67 -0.35 -2.14
N 2.01 0.61 -1.46
N 0.95 3.41 -1.00
C 0.49 4.66 -1.15
C -0.90 4.63 -1.14
C -1.22 3.30 -0.96
N -0.09 2.57 -0.89
H 3.12 3.92 -1.23
H 2.67 2.96 0.37
H 4.60 2.26 -2.36
H 4.59 -0.34 -3.23
H 2.28 -1.34 -2.25
H 1.17 5.49 -1.25
H -1.58 5.46 -1.26
H -2.19 2.85 -0.83
O -2.42 0.46 -0.62
C -3.04 -0.84 -0.73
C -2.97 -1.37 -2.15
C -1.52 -1.42 -2.64
C -0.69 -2.31 -1.77
C -0.87 -3.68 -1.73
C -0.12 -4.44 -0.84
C 0.84 -3.81 -0.05
C 0.99 -2.45 -0.17
N 0.23 -1.72 -1.00
H -2.89 1.05 -1.23
H -4.07 -0.79 -0.38
H -2.48 -1.47 -0.04
H -3.56 -0.72 -2.81
H -3.42 -2.36 -2.19
H -1.09 -0.41 -2.62
H -1.49 -1.76 -3.68
H -1.61 -4.14 -2.37
H -0.28 -5.51 -0.77
H 1.45 -4.37 0.64
H 1.75 -1.92 0.40
N 0.52 1.64 3.66
C 0.71 1.70 2.34
N 0.31 0.58 1.75
C -0.19 -0.26 2.74
C -0.73 -1.54 2.68
C -1.14 -2.11 3.87
C -1.02 -1.43 5.08
C -0.47 -0.16 5.16
C -0.05 0.41 3.96
H 0.76 2.36 4.32
H 1.14 2.54 1.82
H -0.82 -2.06 1.73
H -1.56 -3.10 3.86
H -1.36 -1.91 5.99
H -0.39 0.36 6.10
```

Atomic partial charges in e from the Löwdin method, atoms 1 to 8: 1.43 -0.43 -0.07 -0.02 -0.01 -0.13 -0.04 -0.07



Record 3
Computed, not measured: a 2-piece molecular cluster, C12H28BBrO7P2S overall, with ωB97M-V/def2-TZVPD.

For the largest force on an atom, the calculation gives 0.8 eV/A. As for the HOMO-LUMO gap: 0.3590 Ha. Its SMILES is CCB(O)O[P@](=O)(OCCCBr)OP(C)CC.O=S1(=O)CCCC1.

Structure (XYZ):
```
52
C12H28BBrO7P2S (ωB97M-V/def2-TZVPD)
C 1.81 2.42 2.21
C 0.87 2.83 1.06
B -0.37 1.94 0.78
O -1.35 2.33 -0.10
O -0.59 0.70 1.44
P -0.09 -0.70 0.91
O -1.10 -1.75 0.93
O 1.22 -1.05 1.74
C 1.12 -1.64 3.05
C 2.42 -2.36 3.32
C 3.58 -1.38 3.35
Br 5.29 -2.30 3.25
O 0.53 -0.29 -0.49
P 1.68 -1.05 -1.49
C 1.37 -2.82 -1.15
C 3.22 -0.80 -0.51
C 4.42 -0.66 -1.45
H 1.70 1.36 2.47
H 2.86 2.58 1.95
H 1.61 3.00 3.11
H 0.46 3.83 1.25
H 1.43 2.95 0.12
H -2.22 2.15 0.28
H 0.27 -2.33 3.07
H 0.93 -0.84 3.78
H 2.58 -3.10 2.54
H 2.35 -2.89 4.28
H 3.56 -0.71 2.49
H 3.62 -0.80 4.27
H 2.32 -3.31 -1.39
H 0.60 -3.21 -1.81
H 1.11 -3.04 -0.11
H 3.08 0.10 0.10
H 3.37 -1.64 0.17
H 5.33 -1.04 -0.99
H 4.59 0.38 -1.74
H 4.28 -1.22 -2.38
C -3.70 0.43 -1.70
C -3.64 0.25 -3.22
C -5.04 0.57 -3.77
S -5.77 1.75 -2.62
O -6.90 1.13 -1.98
O -5.91 3.04 -3.24
C -4.40 1.76 -1.46
H -2.70 0.41 -1.26
H -4.28 -0.38 -1.24
H -2.91 0.94 -3.64
H -3.34 -0.76 -3.49
H -5.03 1.03 -4.75
H -5.69 -0.30 -3.77
H -4.81 1.88 -0.46
H -3.76 2.61 -1.72
```

Atomic partial charges in e from the Löwdin method, atoms 1 to 8: -0.09 -0.12 -0.63 0.17 0.02 0.33 -0.21 -0.22



Q: The highest largest force on an atom belongs to which entry?
A: C3H4N2O2



Q: What is the formula in the second record?
A: C21H25BN7ORu